1.
The molecule C2H2O3S in a non-equilibrium geometry. Source: the OMol25 dataset; level of theory: ωB97M-V/def2-TZVPD.

Last column: natural (NBO) charge in e.
Element x y z (Å)
1 S 1.314 1.843 0.431  0.051
2 O 0.886 -0.735 0.520  -0.681
3 H -0.480 -1.528 -0.298  0.504
4 H 1.599 -0.579 1.121  0.512
5 C -0.919 0.318 -0.492  0.707
6 C 0.461 0.496 0.176  0.066
7 O -1.677 1.170 -0.808  -0.500
8 O -1.184 -0.985 -0.651  -0.659

Properties
LUMO level in eV: -1.087
HOMO-LUMO gap in eV: 8.8
E in eV: -19083.6578
HOMO energy in eV: -9.932
Relative energy (zero: lowest compared OMol25 entry of this formula, charge and spin) in kJ/mol: 75.93

***

2.
A structure of composition C2H2O8S2 in a non-equilibrium geometry. Source: the OMol25 dataset; level of theory: ωB97M-V/def2-TZVPD.

Last column: natural (NBO) charge in e.
Element x y z (Å)
1 H -1.289 -1.059 0.617  0.223
2 O -0.039 0.353 1.615  -0.606
3 C -0.975 -0.008 0.615  0.285
4 O 0.918 0.719 -0.729  -0.612
5 O -1.056 1.400 -1.338  -0.588
6 O -3.308 0.366 -1.150  -0.897
7 O -2.161 0.826 0.896  -0.613
8 O 1.981 2.171 1.068  -0.812
9 S 1.421 0.834 0.864  2.402
10 O 2.419 -0.185 1.132  -0.858
11 C -0.494 0.329 -0.712  0.256
12 S -2.471 1.402 -0.585  2.437
13 O -3.017 2.793 -0.462  -0.833
14 H -0.722 -0.607 -1.335  0.216

Properties
LUMO level in eV: -0.269
HOMO-LUMO gap in eV: 11.9
E in eV: -40152.7621
HOMO energy in eV: -12.143
Relative energy (zero: lowest compared OMol25 entry of this formula, charge and spin) in kJ/mol: 13.36

***

3.
The molecule C2H2OS in a non-equilibrium geometry. Source: the OMol25 dataset; level of theory: ωB97M-V/def2-TZVPD.

Last column: natural (NBO) charge in e.
Element x y z (Å)
1 H -1.158 2.346 -0.020  0.250
2 C -1.120 1.255 0.006  -0.185
3 S -0.360 -1.488 -0.565  0.556
4 O 1.516 -1.561 0.206  -0.806
5 H 1.861 -0.702 0.538  0.478
6 C -0.740 0.150 -0.165  -0.292

Properties
LUMO level in eV: -1.371
HOMO-LUMO gap in eV: 8.0
E in eV: -14984.9243
HOMO energy in eV: -9.386
Relative energy (zero: lowest compared OMol25 entry of this formula, charge and spin) in kJ/mol: 268.92

***

4.
The molecule C2H2OS in a non-equilibrium geometry. Source: the OMol25 dataset; level of theory: ωB97M-V/def2-TZVPD.

Last column: natural (NBO) charge in e.
Element x y z (Å)
1 H 0.491 -0.660 0.588  0.320
2 C -0.708 0.615 1.451  0.900
3 S -1.595 -1.281 -0.796  -0.415
4 O -0.780 1.079 2.496  -0.338
5 C -0.552 -0.121 0.280  -0.794
6 H -0.425 0.585 -0.474  0.327

Properties
LUMO level in eV: -0.958
HOMO-LUMO gap in eV: 6.9
E in eV: -14985.7498
HOMO energy in eV: -7.840
Relative energy (zero: lowest compared OMol25 entry of this formula, charge and spin) in kJ/mol: 189.27

***

What is the HOMO energy in the fourth record? -7.840 eV

***

Which of these has the lowest relative energy (zero: lowest compared OMol25 entry of this formula, charge and spin)? C2H2O8S2

***

What is the formula in the third record? C2H2OS